[1]
{
  "formula": "C9H13N3O",
  "method": "ωB97M-V with the def2-TZVPD basis set",
  "elements": ["C", "C", "C", "C", "C", "C", "C", "C", "C", "H", "H", "H", "H", "H", "H", "H", "H", "H", "H", "H", "H", "H", "N", "N", "N", "O"],
  "coordinates": [[3.040650, -1.126489, -0.452158], [1.535134, 0.679650, 0.616129], [1.978124, 1.874641, 1.218987], [1.204855, 2.965792, 1.232398], [-0.050013, 2.892955, 0.887428], [-0.530309, 1.762315, 0.222190], [0.256790, 0.606739, -0.048796], [-1.640347, -2.649218, -1.556832], [-3.573025, -2.013843, -0.480262], [3.464287, -2.074896, -0.040634], [4.145970, -0.682301, -0.905484], [2.371457, -0.961225, -1.336885], [2.933603, 2.055690, 1.522686], [1.791848, 3.781366, 1.760388], [-0.880207, 3.569047, 1.382064], [-1.677401, 1.842838, 0.301588], [-0.675956, -2.153967, -2.109226], [-1.303256, -3.433546, -0.697596], [-2.250373, -3.232125, -2.574587], [-3.769831, -2.407872, -1.467656], [-3.826476, -3.153885, -0.065879], [-4.054300, -1.049445, -0.119345], [-0.326935, -0.533267, -0.466079], [-1.643439, -0.583511, -0.168509], [-2.233902, -1.587054, -0.849999], [2.478677, -0.391012, 0.613522]],
  "forces_ev_per_angstrom": [[2.3, 2.4, -1.8], [1.5, -1.1, -2.2], [-1.1, -2.7, -2.5], [4.3, 2.7, 3.1], [-6.0, 0.7, -0.1], [-1.8, 1.0, 1.4], [0.4, 3.1, 3.5], [4.4, -1.7, -2.7], [-0.7, -0.6, -0.4], [-1.5, 0.3, -0.7], [-2.7, -0.3, 1.4], [0.5, -1.5, 0.6], [2.7, -0.6, 0.8], [-1.7, -0.3, -0.8], [1.9, -0.8, -1.6], [1.9, -1.1, -1.3], [-2.0, -1.7, 1.5], [-0.5, 1.3, -2.5], [1.3, 2.1, 3.6], [-2.0, 1.0, -0.6], [1.4, 3.1, 0.8], [-0.3, -2.0, -0.2], [-4.3, -2.3, -0.2], [4.0, -1.5, -2.3], [-1.3, -0.2, 1.6], [-0.5, 0.7, 1.5]],
  "lumo_energy_ha": 0.0015,
  "de_lowest_kj_mol": 838.2,
  "energy_ha": -589.957670
}

---

[2]
{
  "formula": "C8H17CuNO8",
  "method": "ωB97M-V with the def2-TZVPD basis set",
  "elements": ["Cu", "O", "C", "O", "O", "H", "O", "C", "O", "O", "H", "C", "O", "C", "C", "N", "C", "C", "O", "C", "H", "H", "H", "H", "H", "H", "H", "H", "H", "H", "H", "H", "H", "H", "H"],
  "coordinates": [[8.957546, -15.163069, 1.845611], [7.713162, -16.645400, -0.978083], [8.137064, -16.004369, 0.095507], [8.256027, -16.681392, 1.125033], [8.468008, -14.810807, 0.005320], [7.661609, -17.469964, -0.489176], [9.254429, -13.718292, 1.882602], [9.623052, -12.846363, 0.992097], [9.844201, -11.663920, 1.255827], [9.804259, -13.272496, -0.153067], [9.395051, -13.191059, 2.672449], [11.952432, -15.406485, 0.674524], [11.139883, -15.627835, 1.791619], [11.539432, -14.926940, 2.942528], [10.658717, -15.280925, 4.175365], [9.284218, -14.966473, 3.784346], [8.280700, -15.084300, 4.827091], [6.939396, -15.537205, 4.259751], [6.750444, -14.709500, 3.114429], [5.630885, -13.806311, 3.172116], [11.560975, -15.858776, -0.236679], [12.913398, -15.878717, 0.878610], [12.156598, -14.352435, 0.486428], [11.548995, -13.869957, 2.676454], [12.527751, -15.314555, 3.189672], [10.771188, -14.614806, 5.030778], [10.861506, -16.310812, 4.469160], [9.134421, -14.026712, 3.445995], [8.082796, -14.167185, 5.381909], [8.656942, -15.785861, 5.571659], [6.289405, -15.336875, 5.111505], [6.892101, -16.551325, 3.862966], [4.697413, -14.091677, 3.657203], [5.346371, -13.722077, 2.123286], [5.927671, -12.831763, 3.559773]],
  "forces_ev_per_angstrom": [[-2.4, -16.9, 2.1], [-0.7, -1.4, -1.1], [0.5, 3.5, -2.1], [-1.1, -4.3, 1.1], [-4.0, -3.0, -3.6], [-0.6, -1.4, -0.9], [2.7, 17.3, 2.1], [2.6, 3.3, -7.8], [-0.4, 1.9, 3.2], [2.1, 0.9, -0.3], [0.3, 2.1, 0.5], [1.1, 0.0, -0.1], [-0.4, -0.9, 0.3], [0.7, -0.7, 0.5], [-0.7, 1.8, -1.3], [-1.1, -1.6, 3.3], [0.5, -1.6, 0.3], [1.1, 0.8, -0.2], [-2.2, 0.5, 1.2], [0.5, 0.0, -1.3], [-0.5, 0.1, 0.4], [0.5, -0.2, -0.1], [-0.4, 0.2, 0.0], [0.2, 0.3, 0.5], [0.6, 0.5, 0.1], [1.5, 0.0, 0.3], [-0.6, -0.1, -0.1], [0.6, -0.9, 2.3], [0.2, 0.5, 0.0], [-0.2, -0.3, 0.2], [-0.9, -0.2, -0.4], [0.2, -0.2, 0.5], [0.3, -0.8, 0.6], [0.1, 0.5, -0.1], [0.1, 0.1, 0.0]],
  "lumo_energy_ha": 0.1098,
  "de_lowest_kj_mol": 1002.8,
  "energy_ha": -2611.896131,
  "charge": -1
}

---

[3]
{
  "formula": "C5H7NO",
  "method": "ωB97M-V with the def2-TZVPD basis set",
  "elements": ["N", "C", "O", "C", "C", "C", "C", "H", "H", "H", "H", "H", "H", "H"],
  "coordinates": [[1.560316, -1.955077, -0.029869], [0.686349, -1.150530, -0.466849], [1.531354, 1.064957, -1.294517], [0.664939, 1.865514, -1.048349], [-1.256517, 0.558408, -0.150756], [-1.622653, -0.534774, -0.724306], [-0.503212, -0.668575, 0.281736], [2.162226, -2.230966, -0.808700], [-0.081612, 2.174506, -1.803129], [0.588881, 2.361635, -0.062713], [-1.532515, 1.566485, 0.101553], [0.576468, -0.866618, -1.523068], [-2.216848, -1.082719, -1.430577], [-0.678495, -1.060663, 1.285338]],
  "forces_ev_per_angstrom": [[-0.1, 0.2, -0.1], [0.0, -0.3, 0.0], [-0.1, 0.8, 0.0], [0.6, 0.2, -0.3], [-0.7, -0.4, 0.1], [-0.5, 0.2, 0.2], [0.1, -0.4, 0.1], [0.0, 0.0, 0.2], [0.1, 0.0, 0.0], [0.1, 0.0, -0.1], [0.2, 0.1, -0.1], [0.4, -0.2, 0.1], [-0.2, 0.0, 0.1], [0.1, -0.1, -0.2]],
  "lumo_energy_ha": 0.0120,
  "de_lowest_kj_mol": 463.4,
  "energy_ha": -324.547986
}

---

[4]
{
  "formula": "C3H6I2",
  "method": "ωB97M-V with the def2-TZVPD basis set",
  "elements": ["C", "C", "C", "I", "I", "H", "H", "H", "H", "H", "H"],
  "coordinates": [[0.331238, 0.039227, -1.301787], [0.370889, 0.024800, 1.297499], [-0.455051, 0.079999, 0.031773], [-1.571480, -1.840163, -0.042299], [-1.958928, 1.770366, 0.253549], [-0.265325, -0.157588, -2.186674], [0.972971, 0.924994, -1.590252], [0.832682, -0.968780, -1.230610], [0.946587, 0.986572, 1.386685], [1.093530, -0.834080, 1.252027], [-0.297108, -0.025349, 2.130085]],
  "forces_ev_per_angstrom": [[0.4, -0.4, 0.0], [1.3, 0.8, -0.8], [-0.7, -0.2, -0.9], [0.0, 0.6, 0.2], [1.0, -1.0, -0.3], [-0.7, 0.4, 0.1], [-0.4, -1.0, 1.0], [0.5, 1.3, 0.0], [-0.4, -0.8, -0.1], [-0.7, 0.7, 0.2], [-0.1, -0.3, 0.7]],
  "lumo_energy_ha": -0.0102,
  "de_lowest_kj_mol": 0.0,
  "energy_ha": -713.270093
}

---

[5]
{
  "formula": "C18H20N2O",
  "method": "ωB97M-V with the def2-TZVPD basis set",
  "elements": ["C", "H", "H", "H", "C", "N", "C", "N", "C", "C", "C", "C", "C", "C", "H", "H", "H", "H", "C", "H", "H", "C", "H", "H", "C", "O", "H", "H", "H", "C", "C", "C", "C", "C", "C", "H", "H", "H", "H", "H", "H"],
  "coordinates": [[1.900508, 1.321049, -1.636041], [2.268501, 1.667069, -0.673398], [2.648921, 0.657302, -2.064963], [1.774663, 2.171906, -2.300650], [0.581610, 0.559054, -1.491750], [0.790747, -0.660590, -0.733636], [0.980840, -0.824138, 0.617832], [1.214418, -2.059890, 0.953684], [1.190569, -2.783451, -0.208489], [1.379000, -4.142586, -0.428823], [1.302182, -4.597635, -1.728052], [1.045364, -3.731244, -2.791595], [0.855935, -2.377903, -2.593791], [0.929187, -1.911822, -1.290903], [0.659804, -1.720691, -3.429369], [0.994601, -4.129519, -3.794359], [1.443631, -5.648348, -1.934642], [1.577224, -4.806677, 0.396894], [0.890182, 0.269464, 1.623514], [0.954675, 1.245049, 1.144071], [1.724671, 0.161226, 2.319425], [-0.424770, 0.169300, 2.402519], [-0.450752, -0.769540, 2.954776], [-1.270799, 0.178877, 1.714510], [-0.591232, 1.333115, 3.372300], [-1.850288, 1.211336, 3.996935], [-1.957498, 1.923155, 4.635819], [-0.530918, 2.283973, 2.819744], [0.214891, 1.316441, 4.120345], [-0.575801, 1.352317, -0.918734], [-0.484219, 2.689038, -0.557447], [-1.584512, 3.351431, -0.038392], [-2.788774, 2.690587, 0.122611], [-2.892852, 1.360106, -0.246472], [-1.794904, 0.698596, -0.764164], [-1.877320, -0.341684, -1.047487], [-3.828832, 0.835500, -0.126858], [-3.642699, 3.208466, 0.532294], [-1.495901, 4.391066, 0.242159], [0.444133, 3.226976, -0.673810], [0.275812, 0.233321, -2.495606]],
  "forces_ev_per_angstrom": [[-0.2, -0.1, -0.1], [0.0, 0.1, 0.1], [0.0, 0.0, 0.0], [0.0, 0.1, 0.0], [0.3, 0.3, -0.2], [0.0, -0.2, 0.0], [0.2, 0.0, 0.1], [0.1, 0.0, 0.6], [-0.1, 0.4, -0.6], [0.0, 0.1, 0.0], [0.0, -0.2, 0.0], [0.0, 0.0, -0.1], [0.0, 0.2, -0.2], [0.1, -0.6, 0.3], [0.0, 0.0, -0.1], [0.0, 0.0, -0.1], [0.0, -0.1, 0.0], [0.0, -0.1, 0.1], [-0.2, 0.1, 0.1], [0.1, 0.0, 0.1], [0.0, 0.0, -0.1], [-0.1, 0.4, 0.2], [0.0, -0.1, 0.0], [0.0, 0.0, 0.0], [0.4, 0.0, -0.3], [-0.4, 0.0, 0.2], [0.0, -0.1, -0.1], [0.1, -0.1, 0.0], [0.0, 0.0, -0.1], [-0.1, 0.0, -0.1], [0.1, -0.1, -0.1], [-0.1, 0.1, 0.1], [0.0, 0.1, 0.0], [0.0, -0.1, -0.1], [0.0, 0.1, -0.1], [0.0, -0.1, 0.0], [-0.1, 0.0, 0.0], [-0.1, 0.0, 0.0], [0.0, 0.1, 0.0], [0.1, 0.0, 0.0], [0.1, 0.0, 0.2]],
  "lumo_energy_ha": 0.0276,
  "de_lowest_kj_mol": 45.2,
  "energy_ha": -882.684352
}

---

[6]
{
  "formula": "C26H28MoN6O9S",
  "method": "ωB97M-V with the def2-TZVPD basis set",
  "elements": ["Mo", "O", "C", "C", "C", "C", "C", "C", "N", "H", "H", "H", "H", "H", "H", "H", "O", "C", "O", "C", "C", "N", "N", "C", "C", "O", "O", "H", "H", "H", "O", "C", "C", "C", "N", "C", "S", "N", "C", "O", "C", "C", "C", "C", "C", "C", "H", "H", "H", "H", "H", "H", "H", "H", "H", "H", "H", "H", "H", "H", "O", "C", "C", "C", "C", "O", "N", "H", "H", "H", "H"],
  "coordinates": [[0.877345, 2.123561, -0.024778], [1.706887, 0.578426, 1.504751], [2.535739, -0.479830, 1.083304], [2.530227, -0.527952, -0.428840], [3.275712, -1.485841, -1.106978], [3.289526, -1.465961, -2.487038], [2.578707, -0.482837, -3.161940], [1.876931, 0.447678, -2.428287], [1.833219, 0.401346, -1.086124], [1.778724, 0.737877, 2.455779], [2.203139, -1.437527, 1.494060], [3.563925, -0.309262, 1.419720], [3.841969, -2.218999, -0.547269], [3.868406, -2.197896, -3.035117], [2.595743, -0.411071, -4.239485], [1.363501, 1.285387, -2.879769], [-3.525585, 4.022797, 4.669978], [-2.281527, 3.480082, 4.620033], [-1.542179, 3.553238, 5.550887], [-1.968569, 2.751461, 3.363992], [-2.618142, 1.638160, 2.877723], [-1.948880, 1.236556, 1.775540], [-0.913075, 2.048104, 1.519415], [-0.911733, 2.976904, 2.454141], [0.092083, 4.095828, 2.248806], [-0.004528, 5.090387, 2.940623], [0.910025, 3.845085, 1.295662], [-3.910380, 4.029084, 3.784773], [-3.479061, 1.103144, 3.242906], [-2.175626, 0.494726, 1.133214], [0.894891, 3.207307, -1.324485], [-1.237420, -3.470739, 0.720967], [-0.009984, -3.098093, -0.100044], [-0.358060, -2.306729, -1.351008], [-0.950607, -1.020183, -0.967394], [-1.463717, -0.115877, -1.823326], [-1.360531, 1.530705, -1.554253], [-2.084610, -0.570224, -2.959407], [-2.724054, -1.788605, -3.237105], [-2.738864, -2.209976, -4.366258], [-3.500928, -2.426086, -2.134058], [-4.039174, -1.682129, -1.087881], [-4.816569, -2.309643, -0.126455], [-5.043823, -3.676458, -0.200609], [-4.513544, -4.419069, -1.248276], [-3.753140, -3.792802, -2.221239], [-0.963099, -4.054897, 1.598648], [-1.938971, -4.058338, 0.124476], [-1.774234, -2.583347, 1.061102], [0.527861, -3.995371, -0.412427], [0.694580, -2.520842, 0.502363], [-1.077330, -2.887108, -1.925244], [0.526159, -2.131155, -1.975931], [-0.429889, -0.557714, -0.227720], [-2.043819, 0.065407, -3.744341], [-3.879322, -0.611313, -1.043990], [-5.254110, -1.730701, 0.676375], [-5.647417, -4.163650, 0.554037], [-4.704594, -5.481905, -1.310723], [-3.349359, -4.342598, -3.061373], [3.801736, 2.458575, -1.920434], [4.031706, 2.683880, -0.748459], [5.372873, 3.171916, -0.216842], [5.204276, 3.154635, 1.290884], [3.782892, 2.651790, 1.504080], [3.309180, 2.405602, 2.600466], [3.151933, 2.496794, 0.292002], [5.575396, 4.152870, -0.645489], [6.152262, 2.501619, -0.580766], [5.300954, 4.125028, 1.777257], [5.887949, 2.476769, 1.803198]],
  "forces_ev_per_angstrom": [[2.1, 1.1, 1.0], [-1.0, -1.0, 0.1], [0.3, 0.2, -0.2], [0.1, 0.0, 0.0], [-0.1, 0.1, 0.2], [0.0, 0.0, -0.2], [0.1, 0.0, 0.0], [0.1, 0.0, 0.1], [-0.5, 0.0, 0.0], [0.4, 0.4, -0.1], [0.0, 0.0, 0.0], [0.0, 0.0, 0.0], [0.0, 0.0, 0.0], [0.0, 0.0, 0.0], [0.0, 0.0, 0.0], [0.0, 0.0, 0.0], [0.0, 0.0, -0.1], [0.0, 0.2, 0.2], [-0.1, -0.1, 0.0], [0.0, 0.0, -0.3], [0.1, 0.0, -0.1], [0.0, 0.0, 0.2], [0.1, -0.5, -0.2], [0.1, 0.0, 0.0], [-0.1, 0.1, 0.2], [0.1, -0.1, -0.1], [-0.4, -0.1, -0.2], [0.0, 0.0, 0.0], [0.0, 0.0, 0.0], [0.0, 0.0, 0.0], [0.0, 0.2, -0.6], [0.0, 0.0, 0.0], [0.0, 0.0, -0.1], [-0.1, -0.1, 0.0], [0.2, 0.1, 0.0], [-0.1, 0.1, 0.2], [-0.2, -0.3, -0.1], [0.2, 0.0, -0.2], [-0.4, 0.0, 0.0], [0.1, 0.0, 0.0], [0.0, -0.1, 0.1], [0.0, 0.0, 0.0], [0.0, 0.0, 0.0], [0.0, 0.0, 0.0], [0.0, 0.0, 0.0], [0.0, 0.1, 0.0], [0.0, 0.0, 0.0], [0.0, 0.0, 0.0], [0.0, 0.0, 0.0], [0.0, 0.0, 0.0], [0.0, 0.0, 0.1], [0.1, 0.0, 0.0], [-0.1, 0.0, 0.1], [-0.1, 0.0, 0.0], [0.0, 0.0, 0.0], [0.0, 0.0, 0.0], [0.0, 0.0, 0.0], [0.0, 0.0, 0.0], [0.0, 0.0, 0.0], [0.0, 0.0, 0.0], [0.0, 0.0, -0.1], [-0.1, 0.0, 0.2], [0.1, 0.0, -0.2], [0.1, -0.1, 0.2], [-0.1, 0.2, -0.2], [0.0, -0.1, 0.0], [-1.0, -0.3, 0.1], [0.0, 0.0, 0.1], [0.0, 0.0, 0.0], [0.0, 0.0, -0.1], [0.0, 0.0, 0.0]],
  "lumo_energy_ha": [-0.0318, -0.0334],
  "de_lowest_kj_mol": 182.4,
  "s2": 2.010,
  "energy_ha": -2479.769307,
  "multiplicity": 3
}